Entry 1:
9
Properties=species:S:1:pos:R:3:forces:R:3:lowdin_spin:R:1 method="wB97M-V/def2-TZVPD" relative_energy_kcal_mol=6.7 spin_multiplicity=3 energy_ev=-37341.3072
C -0.2783 -0.6782 -0.5673 0.1 0.0 -1.8 0.027
C 0.7966 0.0109 -0.1761 -0.8 1.9 0.1 0.127
F 0.7517 1.1341 0.6539 0.0 -1.9 -0.7 0.025
S -1.9092 -0.3647 -0.0612 0.8 -2.3 2.8 0.489
S -2.6065 0.9103 -1.7598 0.8 3.6 -0.5 0.453
S -2.0970 0.5259 -3.6044 0.0 0.1 -1.1 0.850
H -0.0974 -1.2807 -1.5418 -0.3 0.5 2.1 0.002
H 1.7073 -0.0369 -0.7261 0.8 -0.2 0.2 0.007
H -1.8332 2.1257 -1.3741 -1.4 -1.8 -0.9 0.019

***

Entry 2:
104
Properties=species:S:1:pos:R:3:forces:R:3:mulliken_charge:R:1 method="wB97M-V/def2-TZVPD" charge=+2 energy_ev=-62774.9797
Y 2.0865 -0.0953 -0.0065 4.5 0.6 2.3 2.085
C -0.2665 -1.1552 -1.7051 -3.7 -0.9 -2.5 -0.232
O 0.5736 -0.5394 -0.9366 0.5 1.8 1.5 -0.978
H -0.7957 -0.3904 -2.3393 -0.3 -1.0 0.6 0.143
H 0.3175 -1.7157 -2.3896 0.0 -1.2 -1.0 0.162
H -0.9024 -1.7843 -1.0442 -0.3 0.2 -1.1 0.207
O 1.7540 0.0787 2.1387 -0.9 2.2 1.3 -0.147
C 1.2531 0.6621 3.1718 2.2 -0.4 -0.9 0.864
O 0.5048 0.0097 3.9316 -1.0 -1.5 0.8 -0.220
C 0.2335 -1.3933 3.4762 -0.3 0.7 -0.5 0.311
C -0.2766 -2.1427 4.6220 -1.8 -1.0 1.2 -1.460
C 1.6720 2.0197 3.6634 0.4 -0.4 0.7 -1.096
H 1.1519 -1.8612 3.1938 0.7 0.2 -0.5 0.000
H -0.3942 -1.2226 2.5922 -0.1 -0.6 0.4 0.208
H -1.3343 -1.9158 4.8796 0.8 0.2 0.2 0.328
H 0.4073 -2.0517 5.4651 -0.2 0.4 0.2 0.374
H -0.2934 -3.2283 4.4692 0.2 0.2 -0.6 0.385
H 2.7660 2.0529 3.5673 -0.3 0.4 -0.6 0.379
H 1.5346 2.1744 4.7637 -0.5 -0.4 -1.0 0.309
H 1.0991 2.7505 3.0887 0.5 0.2 0.1 0.156
O -7.2515 3.8515 -0.0777 1.2 0.0 0.4 -0.524
C -6.1263 3.8928 0.3558 0.1 -1.1 -0.7 0.717
O -5.1275 2.9753 -0.0715 -1.6 1.7 0.6 -0.176
C -5.5801 2.1057 -1.1164 0.4 -0.8 1.9 -0.350
C -4.4196 1.1962 -1.3477 0.5 -0.4 -2.7 -1.122
C -5.5611 4.8780 1.3233 -0.7 0.0 0.4 -0.994
H -5.8997 2.6712 -1.9470 -0.1 0.6 -1.2 0.384
H -6.4465 1.5512 -0.7643 -0.1 -0.1 0.1 0.327
H -3.6031 1.6703 -1.9229 -0.1 0.3 0.7 0.266
H -4.6955 0.4324 -2.0797 -0.3 -0.3 0.2 0.473
H -4.0122 0.6913 -0.4990 0.0 -0.1 0.7 0.243
H -4.5711 5.1046 1.0394 1.3 0.3 -0.4 0.317
H -5.5258 4.5389 2.3578 -0.2 -0.4 -0.1 0.169
H -6.1326 5.7932 1.3092 -0.3 0.1 -0.1 0.370
O 0.8827 0.4011 -4.9899 -0.2 0.4 -0.6 -0.577
C 0.1233 0.7322 -5.8808 -1.4 -0.8 0.3 0.819
O -0.7948 -0.1506 -6.4192 1.5 1.7 0.5 -0.324
C -0.7378 -1.4759 -5.8863 -1.9 0.1 -0.3 0.127
C -1.6242 -2.3223 -6.7756 -0.2 -1.0 0.7 -1.328
C -0.0122 2.1319 -6.4380 -0.4 -0.1 0.4 -1.005
H -1.1357 -1.4648 -4.8659 0.2 0.1 0.0 0.007
H 0.2521 -1.8136 -5.8785 1.5 -0.5 0.1 0.356
H -1.2662 -2.3455 -7.7978 -0.1 0.3 -0.2 0.350
H -2.6750 -1.9862 -6.7065 0.5 -0.2 -0.3 0.329
H -1.5648 -3.3844 -6.4346 -0.2 0.7 -0.1 0.367
H 0.0111 2.8933 -5.6507 -0.6 -0.4 0.2 0.285
H -0.8389 2.2840 -7.1388 0.2 -0.2 0.3 0.320
H 0.8993 2.3857 -6.9073 1.1 -0.1 -1.1 0.295
O 0.7305 -3.8212 0.3737 1.1 1.2 0.6 -0.457
C -0.1178 -4.3261 -0.3046 -1.1 -0.9 -0.2 0.723
O -1.1975 -4.9065 0.2258 -0.4 0.1 -0.1 -0.373
C -1.3719 -4.7314 1.6632 0.5 1.4 -0.3 0.130
C -2.2600 -5.7847 2.2018 0.2 -0.3 -0.7 -1.364
C -0.1007 -4.3897 -1.7948 0.9 0.0 -0.7 -1.014
H -1.7523 -3.6947 1.8142 0.0 -0.6 -0.1 0.103
H -0.3857 -4.7435 2.0586 0.8 -0.2 0.6 0.263
H -3.2489 -5.5143 1.9369 -1.2 -0.3 -0.2 0.352
H -2.2111 -5.9477 3.2536 0.2 0.3 0.9 0.401
H -1.9627 -6.7119 1.7429 -0.2 -0.5 -0.2 0.339
H -1.0614 -4.0124 -2.1607 0.3 0.0 -0.2 0.307
H -0.0233 -5.4419 -2.1262 0.0 0.5 0.2 0.424
H 0.7987 -3.8089 -2.1810 -1.4 -0.8 0.4 0.188
O -4.4509 2.8356 3.8756 -0.5 0.3 -0.2 -0.511
C -3.6107 2.0421 4.1589 0.9 -0.5 0.9 0.696
O -2.7100 1.5424 3.2710 -0.6 0.2 -0.3 -0.086
C -2.7520 2.1873 1.9836 0.6 2.0 1.0 -0.275
C -1.3057 2.2948 1.5720 0.6 0.1 -1.7 -0.322
C -3.3202 1.5726 5.5664 -0.7 -0.8 0.3 -1.000
H -3.2697 3.1924 2.0763 0.8 -1.2 -0.1 0.163
H -3.2989 1.6640 1.2463 -0.7 -0.9 -0.4 -0.009
H -0.8572 1.2537 1.6252 -0.2 1.2 -0.1 -0.248
H -0.7035 3.0503 2.1205 -0.5 -0.6 0.0 0.251
H -1.2993 2.6461 0.4936 0.2 -0.5 1.0 0.370
H -4.2183 1.0744 5.9773 0.1 0.7 -0.1 0.341
H -3.0778 2.4622 6.1630 -0.1 -0.4 0.0 0.297
H -2.5733 0.7782 5.6731 0.3 0.6 -0.4 0.146
O 3.3038 1.2901 -1.2401 -0.2 3.3 -0.4 -0.815
C 3.3544 2.6022 -1.2618 0.4 -3.2 4.1 0.799
O 3.1851 3.2974 -2.2720 0.4 1.6 -0.4 -0.266
C 2.9584 2.6774 -3.5564 -0.3 0.0 -1.0 0.062
C 3.3051 3.6417 -4.6668 -0.7 0.6 0.2 -1.201
C 3.6896 3.3210 0.1270 0.4 0.3 -3.1 -0.698
H 1.9036 2.4082 -3.5223 0.1 -0.2 -0.4 0.163
H 3.5921 1.8270 -3.6061 0.2 -1.0 0.0 0.302
H 2.9642 3.1846 -5.6234 -0.1 0.7 0.7 0.259
H 4.3682 3.8184 -4.7967 0.2 -0.2 0.3 0.393
H 2.8488 4.6253 -4.3944 0.1 -0.7 -0.9 0.330
H 4.8057 3.3427 0.1280 -0.8 -0.2 0.5 0.314
H 3.2365 2.8281 0.9636 0.1 -0.5 0.3 0.060
H 3.3415 4.3554 0.0921 0.1 -0.1 -0.1 0.374
O 4.0549 -1.0773 0.8932 -0.5 0.7 -0.2 -0.645
C 4.4512 -2.1951 1.2145 0.7 -1.4 -0.3 0.778
O 5.5693 -2.4146 1.8604 -1.2 0.0 -0.3 -0.255
C 6.3186 -1.3043 2.3914 0.1 0.5 0.7 -0.066
C 7.2921 -1.9321 3.3597 -0.3 -2.1 -0.2 -1.212
C 3.7150 -3.4451 0.8064 0.3 0.1 -0.5 -0.485
H 5.6266 -0.5939 2.8839 0.3 -0.3 -0.4 0.206
H 6.8265 -0.8237 1.5615 0.0 0.2 -0.1 0.290
H 7.8753 -2.6866 2.7869 -0.1 0.6 0.3 0.307
H 6.7532 -2.5650 4.1200 0.4 1.0 -0.5 0.289
H 7.9806 -1.2459 3.8135 0.1 0.4 0.3 0.405
H 4.1737 -4.3396 1.2563 -0.3 0.4 -0.2 0.377
H 3.8066 -3.5209 -0.3224 -0.3 0.0 1.3 0.240
H 2.6535 -3.3263 1.1061 0.6 -0.3 -0.4 -0.040

***

Entry 3:
49
Properties=species:S:1:pos:R:3:forces:R:3:mulliken_charge:R:1 method="wB97M-V/def2-TZVPD" relative_energy_kcal_mol=0.0 charge=-1 energy_ev=-32283.7056
C 0.6075 2.6462 0.6282 -0.2 0.2 0.1 0.170
C 1.6402 3.4706 0.8917 -1.3 -1.0 -0.4 0.647
C 2.9409 2.9712 0.8119 3.2 -1.2 -0.2 -0.161
N 4.0097 2.5179 0.7511 -1.5 0.7 0.1 -0.516
C 1.4425 4.7898 1.3079 -0.5 2.9 0.9 -0.124
N 1.2295 5.8790 1.6524 0.4 -1.4 -0.4 -0.550
C -0.8009 3.0281 0.7114 -0.4 0.2 0.0 0.225
C -1.2705 4.1894 0.0985 0.4 -0.1 0.1 -0.367
C -2.5999 4.5337 0.1802 -0.2 0.2 -0.1 -0.623
C -3.4812 3.7430 0.8912 -0.2 0.0 0.0 -0.394
C -3.0287 2.5925 1.5081 -0.2 0.0 0.1 -0.622
C -1.7048 2.2278 1.4095 0.4 -0.2 0.0 -0.344
H 0.8333 1.6318 0.3471 0.1 -0.5 0.0 0.568
H -0.5784 4.8194 -0.4362 0.0 0.1 -0.2 0.502
H -2.9524 5.4240 -0.3135 0.0 0.2 -0.1 0.376
H -4.5222 4.0207 0.9580 -0.1 0.0 0.0 0.374
H -3.7151 1.9801 2.0691 -0.1 -0.1 0.1 0.401
H -1.3521 1.3328 1.8957 0.1 -0.2 0.0 0.401
C -3.3304 -4.1061 0.1511 0.1 0.4 -0.3 -1.244
C -1.8951 -4.0159 0.6221 0.3 -0.6 0.4 -0.247
O -1.2982 -2.8272 0.1616 0.0 0.1 0.1 -0.190
C -0.0135 -2.6726 0.6220 1.4 1.4 -0.5 0.506
C 0.7754 -1.6048 0.0693 -0.7 0.8 -0.9 -0.028
C 2.1815 -1.3792 0.5453 0.0 0.2 0.0 1.068
C 3.1161 -2.4337 -0.0290 0.3 -0.1 0.1 -1.591
C 2.2675 -1.3060 2.0648 0.3 -0.2 0.2 -1.683
C 0.3543 -0.8665 -1.0884 -1.0 -1.9 2.3 0.374
O -0.8047 -0.8534 -1.4958 0.0 0.7 -0.7 -0.763
O 1.3658 -0.2078 -1.7478 0.1 0.1 -0.2 -0.315
C 0.8905 0.2472 -2.9878 -0.3 1.0 -0.6 -0.241
C 0.6593 -0.8924 -3.9575 -0.1 -0.3 -0.1 -1.194
O 0.4798 -3.4250 1.4596 -0.8 -0.9 0.3 -0.740
H -3.8114 -5.0365 0.4558 0.1 0.0 0.1 0.388
H -3.9124 -3.2714 0.5429 0.0 0.0 0.1 0.286
H -3.3729 -4.0358 -0.9365 0.0 0.0 0.0 0.295
H -1.8161 -4.0326 1.7169 -0.2 -0.2 -0.2 0.298
H -1.2905 -4.8489 0.2397 -0.2 -0.1 0.2 0.291
H 2.4954 -0.3976 0.1479 0.0 -0.4 0.2 0.114
H 3.0567 -2.4604 -1.1179 0.0 0.1 0.0 0.318
H 4.1521 -2.2449 0.2532 0.2 0.0 0.0 0.415
H 2.8327 -3.4168 0.3441 0.0 -0.1 0.1 0.282
H 1.6119 -0.5315 2.4635 -0.1 0.1 0.0 0.271
H 1.9575 -2.2576 2.4953 0.0 0.1 0.0 0.312
H 3.2846 -1.0956 2.3958 0.2 0.1 0.0 0.453
H -0.0402 0.7932 -2.7872 0.0 -0.1 -0.4 0.292
H 1.6133 0.9739 -3.3763 0.1 -0.2 0.1 0.345
H 0.3584 -0.5390 -4.9443 0.0 0.1 0.0 0.392
H 1.5567 -1.5009 -4.0672 0.2 0.1 0.0 0.277
H -0.1215 -1.5520 -3.5773 0.0 0.2 0.0 0.297

***

Entry 4:
21
Properties=species:S:1:pos:R:3:forces:R:3:lowdin_spin:R:1 method="wB97M-V/def2-TZVPD" relative_energy_kcal_mol=0.0 charge=+2 spin_multiplicity=6 energy_ev=-45196.9305
O -4.6101 -1.0795 0.3242 4.2 0.9 1.8 0.000
C -3.5246 -0.8875 0.6706 -4.3 -1.0 -1.9 -0.013
Dy -0.7964 -0.6761 0.1751 -1.4 -0.3 0.5 5.070
O -3.1381 -0.1911 -2.5713 3.3 -0.2 3.0 0.001
C -2.3017 -0.2529 -1.7852 -3.7 0.4 -4.0 -0.013
C 0.9554 0.6104 -1.1603 4.1 1.1 -2.9 -0.008
O 1.9141 0.9539 -1.7017 -3.7 -1.2 2.2 0.000
C 0.7873 0.1792 1.5457 3.8 1.9 4.5 -0.017
O 1.5477 0.4674 2.3639 -2.5 -0.9 -2.8 0.003
C -0.9320 2.0437 0.3302 0.1 4.2 0.7 -0.009
O -0.8581 3.1760 0.5252 -0.3 -4.2 -0.7 -0.001
H -1.3688 0.1602 1.9643 0.6 -0.6 -0.6 0.002
C 1.8246 -4.3601 -0.4749 0.3 0.0 0.1 0.000
C 1.8732 -2.8758 -0.2046 1.4 0.6 0.2 0.000
N 3.1014 -2.3737 -0.0233 -0.9 -0.3 -0.2 0.001
O 0.8471 -2.1039 -0.1480 0.4 -0.8 -0.1 -0.016
H 2.8476 -4.7925 -0.4525 -0.6 0.4 0.0 0.000
H 1.4476 -4.5273 -1.5087 -0.2 -0.1 0.9 0.000
H 1.2641 -4.8539 0.3491 -0.1 0.2 -0.9 0.000
H 3.2926 -1.3796 0.0917 -0.1 -0.4 0.1 0.000
H 3.8904 -3.0173 -0.0380 -0.2 0.4 0.0 0.000

***

Entry 5:
21
Properties=species:S:1:pos:R:3:forces:R:3:lowdin_spin:R:1 method="wB97M-V/def2-TZVPD" relative_energy_kcal_mol=30.0 spin_multiplicity=2 energy_ev=-8946.8131
C -0.6607 1.0746 2.6457 1.2 -0.7 -0.4 0.001
C 0.2670 -0.1083 2.1625 -1.6 1.9 1.3 0.001
C -0.4073 -0.8263 1.0043 0.7 -0.8 -0.5 0.002
C 0.1950 -0.4876 -0.3772 0.2 -1.2 -1.0 0.014
C -0.8410 0.6968 -2.4603 1.4 -1.0 -0.2 0.653
N -0.7595 0.3150 -1.1182 -0.8 1.9 0.5 0.191
H -0.2485 1.4411 3.5858 -0.2 0.3 0.0 0.000
H -0.6115 1.8490 1.8808 -0.4 0.2 0.2 0.000
H -1.6674 0.6994 2.7963 -0.2 0.2 0.0 0.000
H 1.2130 0.3768 1.9249 0.2 -0.4 -0.3 0.000
H 0.4108 -0.6241 3.1123 0.2 -0.9 -0.5 0.000
H -0.3934 -1.9091 1.1658 0.4 0.0 -0.1 0.000
H -1.4725 -0.6355 0.8663 0.0 0.4 0.6 0.000
H 1.2230 -0.1069 -0.3392 -0.2 0.4 0.3 0.004
H 0.3330 -1.4103 -0.9477 -0.2 0.0 0.0 0.004
H -1.8069 0.9526 -2.8603 -0.1 0.2 0.1 0.048
H 0.0617 0.6808 -3.0594 -0.3 -0.2 -0.3 0.046
H -0.8964 1.1968 -0.6267 -0.5 -0.4 0.6 0.028
H 2.6864 -0.6740 -3.2482 0.0 0.1 0.0 0.000
H 1.5858 -1.7034 -3.1890 -0.1 0.2 0.1 0.001
O 1.7894 -0.7974 -2.9185 0.4 -0.4 -0.3 0.005